(1)
131
Properties=species:S:1:pos:R:3:mulliken_charge:R:1 method="wB97M-V/def2-TZVPD" orbital_gap_ha=0.330 charge=+1 homo_ev=-11.16 lumo_ha=-0.081
Br -11.5809 -0.6349 -8.6825 -0.04
Br -4.4305 0.0057 -4.8446 0.10
Br -9.2567 -2.2104 -4.4363 -0.01
Br 6.2967 0.4461 3.6764 0.00
Br 12.1473 0.0515 5.3187 0.02
Br -1.4588 11.4293 1.9046 0.00
Br -13.1872 1.2496 -6.6724 -0.01
Br -3.5153 -1.0019 7.0243 -0.01
Br 7.5243 1.8703 1.0883 -0.03
Br 9.1641 -0.6957 -1.0567 0.01
Br -0.9981 0.5863 5.8723 0.07
Br -4.4206 -5.3992 0.0169 -0.01
Br -5.5101 -0.1193 -8.2511 -0.01
Br -12.1302 2.4107 -9.4511 0.00
Br -5.4469 -6.0876 2.9578 0.01
Br -2.7778 9.9210 -4.5365 0.00
Br 9.8795 -1.9771 6.2755 0.00
Br -2.6125 0.4979 -2.2495 -0.05
Br 7.6776 2.2507 -7.0157 -0.01
Br -8.7847 -2.3017 -1.2849 -0.04
Br -2.3155 -6.0450 2.3306 0.04
Br -6.0304 -2.7556 -9.9774 -0.02
Br -5.2840 1.0413 10.8824 0.01
Br -2.6381 8.6076 2.8299 0.00
Br -8.7994 0.9347 -6.7425 0.16
Br -6.4207 2.8772 -7.6257 -0.10
Br -5.5330 -3.0021 -6.8365 -0.04
Br 9.3155 0.9015 -3.8032 0.00
Br 10.5460 -1.6811 3.1653 0.00
Br 8.9294 2.2357 3.9267 -0.01
Br 11.2307 2.7205 -1.0146 0.07
Br -4.1284 4.0418 -5.1341 0.05
Br 13.6313 1.9736 -2.9751 0.00
Br -1.9700 8.6601 -1.7194 0.00
Br -8.7486 0.4984 -2.8169 -0.02
Br -2.0201 5.0275 -2.9461 0.01
Br 6.6400 -0.6431 -3.0217 -0.05
Br 11.9192 4.6195 -3.4824 0.01
Br -5.1698 -1.3725 -2.0658 0.07
Br 10.2823 4.0609 -7.3777 0.00
Br -2.4966 0.9482 12.4337 0.01
Br -2.7800 2.6696 9.7631 -0.04
Br -1.0203 3.4467 -5.5350 -0.01
Br -5.0402 9.2010 -2.4015 0.00
Br -8.8320 4.0001 -5.8606 -0.03
Br 7.6151 5.3274 -6.1643 -0.01
Br -0.7290 -1.0901 8.5778 0.00
Br 0.5216 9.0698 2.7456 -0.01
Cl -0.4429 1.8137 0.9102 -0.24
P -0.6214 0.5926 2.6107 -0.01
O 2.4933 -5.6665 2.2477 -0.44
O -2.2118 0.7745 3.0392 -0.38
N 1.8189 -2.1620 1.1844 0.47
C 5.1973 -1.9141 3.0040 -0.83
C 0.5439 -1.4293 0.8988 -2.43
C -3.7560 -0.7335 -3.2022 -0.38
C 1.5556 -3.4848 1.8187 0.20
C -1.6825 -2.0283 1.9002 0.54
C 3.7592 -1.3982 -0.2300 -0.91
C 12.6224 3.4004 -2.1630 -0.39
C -3.9943 -2.2830 3.0910 -1.40
C 11.2461 -1.6127 4.9663 -0.37
C -3.3083 8.7427 -3.1091 0.00
C -2.4642 -2.3075 3.2221 0.21
C 5.1159 -1.9148 1.7986 -0.13
C 7.9008 1.0632 2.8011 0.21
C -9.4904 -1.2820 -2.7632 -0.36
C -6.2415 -1.9074 -8.2596 -0.22
C 8.6961 3.7404 -6.3320 0.00
C 0.3935 -1.8497 3.3856 -1.70
C -0.3437 -1.2140 2.1528 2.46
C 2.3711 -6.2634 0.9675 -0.65
C -12.7891 0.8592 -8.5181 -0.34
C 5.0571 -2.0241 0.3289 0.22
C -1.1790 9.5217 1.9562 0.33
C -2.5307 -1.4237 0.7724 -1.60
C 8.1823 0.3192 -2.3671 -0.23
C 0.7380 -3.3387 3.1474 -0.84
C -3.6778 2.0027 11.3371 -0.34
C 2.5296 -2.3222 -0.1555 -0.79
C 2.8321 -4.2928 2.1572 -0.57
C -4.0848 -6.3951 1.6329 -0.42
C -2.4482 3.6837 -4.2629 0.85
C -1.8996 -0.0453 7.4597 0.47
C -7.7351 2.4720 -6.2720 -0.16
H 5.1790 -3.0547 -0.0191 0.38
H -7.1916 2.2182 -5.3699 0.17
H 0.9172 -4.0352 1.1188 0.21
H -2.7945 -0.3756 0.9419 0.23
H 0.8240 -0.5162 0.3614 0.43
H -1.1547 9.1750 0.9307 -0.36
H 3.5926 -0.4632 0.3258 0.48
H -3.4319 -2.0018 0.5549 0.46
H -0.0066 -2.0699 0.2014 0.55
H 3.2353 -3.9780 3.1211 0.41
H 1.3399 -1.2843 3.4865 0.48
H 3.6150 -4.2246 1.3857 0.22
H -4.1213 -7.4447 1.3745 0.39
H 13.3053 3.9612 -1.5397 0.33
H 2.7441 -3.3681 -0.3808 0.74
H -4.4124 -3.1528 2.5737 0.10
H 8.5133 0.1908 2.6123 -0.18
H -4.3533 -1.3421 2.6615 0.32
H 5.4109 -2.0100 4.0421 0.68
H -0.2100 -3.8759 3.0485 -0.42
H 11.9837 -2.3994 5.0473 0.35
H 1.2646 -3.7942 3.9894 0.77
H -1.9399 -1.4290 -0.1572 0.19
H -2.6073 1.4384 2.4514 0.30
H -2.5602 2.7472 -3.7341 -0.90
H 5.8874 -1.4193 -0.0632 -0.16
H -1.3381 -3.0081 1.5219 0.41
H -13.7175 0.5710 -8.9915 0.35
H 3.9312 -1.1153 -1.2720 0.39
H -3.9737 2.8637 11.9208 0.34
H 7.8157 1.2089 -1.8712 0.26
H -3.3875 7.7480 -3.5287 0.01
H -10.5544 -1.1788 -2.5999 0.38
H 1.4764 -5.9379 0.4126 0.26
H 9.0219 3.4716 -5.3353 0.01
H 1.8504 -1.9730 -0.9394 0.37
H -2.1899 0.8269 8.0315 -0.44
H 2.4607 -1.5855 1.7376 0.55
H -2.2015 -1.5661 3.9863 -0.50
H -0.1429 -1.6696 4.3177 0.63
H 3.2709 -6.0876 0.3568 0.29
H -3.1476 -1.5888 -3.4640 0.40
H -7.3047 -1.8097 -8.0814 0.23
H -4.3988 -2.2999 4.1136 0.35
H 2.2410 -7.3347 1.1455 0.29
H -2.1462 -3.2842 3.6103 0.38

(2)
8
Properties=species:S:1:pos:R:3:mulliken_charge:R:1 method="wB97M-V/def2-TZVPD" orbital_gap_ha="0.207 / 0.207" de_lowest_ev=1.2556 charge=0 homo_ev="-8.67 / -8.66" lumo_ha="-0.111 / -0.112"
I 3.2768 0.5068 -0.2316 0.11
I -1.7393 2.4823 -0.7017 -0.23
I -3.0415 -3.0528 0.6131 -0.37
I -1.7153 -0.2896 0.1469 0.50
C 1.2697 -0.0806 -0.4094 -0.28
C 0.3749 0.2661 0.4847 -0.59
H 1.0643 -0.6626 -1.2944 0.38
H 0.5104 0.8304 1.3925 0.48

(3)
90
Properties=species:S:1:pos:R:3:mulliken_spin:R:1 method="wB97M-V/def2-TZVPD" orbital_gap_ha="0.419 / 0.409" de_lowest_ev=0.0000 charge=0 homo_ev="-11.12 / -10.85" s2=3.754 lumo_ha="0.010 / 0.010" spin_multiplicity=4
As 3.3062 0.8713 1.7408 0.01
As -2.1140 -3.6302 -0.0674 0.00
Co 0.1581 -0.3794 0.0197 2.84
F -3.3305 -4.8540 0.2011 0.00
F 4.9731 1.2277 1.9964 0.00
F -3.0148 -2.9641 -1.4179 0.00
F -1.2840 -4.7322 -1.2010 0.00
F 3.6964 0.4766 0.0834 0.00
F -0.7679 -2.5117 -0.3311 0.01
F 1.5861 0.4960 1.4192 0.01
F 2.9801 2.5754 1.3426 0.00
F 3.4976 -0.7900 2.3163 0.00
F -1.1751 -4.3345 1.2537 0.00
F 2.9214 1.2659 3.3980 0.00
F -2.9149 -2.5382 1.0047 0.00
O 2.7202 -3.2642 -1.9142 0.00
O 1.6993 -1.6493 -0.7255 0.04
O -2.0406 0.6653 -3.2896 0.00
O -3.4571 0.5709 -1.7118 0.00
O 1.1566 1.0656 -1.1156 0.01
O -2.2786 3.0412 0.0966 0.00
O -0.5163 -1.0033 1.8390 0.02
O -0.8485 1.5011 0.7104 0.01
O -2.2336 -0.3055 3.0396 0.00
O 2.3478 2.2187 -2.5939 0.00
O -1.4229 -0.2964 -1.3580 0.02
O 1.3143 -1.8942 -2.8993 0.00
O 1.3863 3.2400 -0.9094 0.00
O -0.6681 -1.4639 4.0207 0.00
O -0.8478 3.5070 1.7076 0.00
C -2.6311 0.0772 4.3847 0.00
C 2.4488 -4.8682 -0.1476 0.00
C -4.1932 4.4862 -0.3243 0.00
C 2.1920 4.4042 -0.9904 0.00
C -0.8534 0.2734 -3.9541 0.00
C 1.9510 -2.2173 -1.7521 0.01
C -2.2383 0.2819 -2.0418 0.01
C 3.3971 -3.8802 -0.8082 0.00
C -4.0127 0.0744 -0.4862 0.00
C -2.9032 4.2732 0.4426 0.00
C 0.6069 -3.0252 5.2581 0.00
C -1.0704 -0.9281 2.8932 0.00
C 0.1253 3.1966 2.6947 0.00
C 1.6848 2.0892 -1.4663 0.00
C 3.0099 1.1263 -3.1719 0.00
C -1.2869 2.5912 0.8734 0.00
C -5.5093 0.2949 -0.5258 0.00
C 4.2528 1.6553 -3.8966 0.00
C 0.5298 -2.2656 3.9805 0.00
C 1.7123 -2.5471 -4.1015 0.00
H 3.3103 0.3332 -2.4822 0.00
H 1.5498 -3.4971 5.5412 0.00
H -4.6774 5.3741 0.0739 0.00
H -1.8980 0.7897 4.7437 0.00
H 2.4887 -4.8899 0.9418 0.00
H 2.4602 0.5539 -3.9262 0.00
H 0.5260 -2.9533 3.1311 0.00
H 0.1836 2.1327 2.9048 0.00
H 4.3045 -4.3565 -1.1717 0.00
H -5.7499 1.3578 -0.5787 0.00
H 1.4153 -4.9687 -0.4778 0.00
H 2.7928 -2.5505 -4.2312 0.00
H -3.6574 0.4152 4.2748 0.00
H 4.9897 2.0697 -3.2145 0.00
H -3.8452 -0.9994 -0.3992 0.00
H 0.0275 -3.9494 5.1413 0.00
H 0.0476 0.4940 -3.3813 0.00
H -0.7729 -0.8146 -4.0225 0.00
H -0.0552 3.8680 3.5361 0.00
H -2.1916 5.0885 0.2698 0.00
H 2.9260 4.3374 -0.1871 0.00
H 0.2297 -2.5085 6.1394 0.00
H -3.0637 4.4135 1.5155 0.00
H 1.0990 3.5811 2.3776 0.00
H -0.9205 0.6829 -4.9546 0.00
H 1.5743 5.2896 -0.8730 0.00
H -4.7535 3.5624 -0.4557 0.00
H 2.8134 -5.8777 -0.3828 0.00
H -3.5395 0.5642 0.3652 0.00
H -5.8713 0.0365 0.4737 0.00
H -5.9963 -0.3275 -1.2693 0.00
H 3.8742 2.4654 -4.5282 0.00
H 1.2502 -3.5340 -4.1114 0.00
H -2.7283 -0.7842 5.0432 0.00
H 1.3321 -2.0764 -5.0108 0.00
H 1.3649 -1.5994 3.7426 0.00
H 3.7605 -3.0747 -0.1639 0.00
H 4.5975 0.9071 -4.6084 0.00
H -3.9674 4.7420 -1.3658 0.00
H 2.7294 4.4997 -1.9353 0.00

(4)
111
Properties=species:S:1:pos:R:3:mulliken_charge:R:1 method="wB97M-V/def2-TZVPD" orbital_gap_ha=0.199 charge=-1 homo_ev=-3.69 lumo_ha=0.064
P -5.0149 -3.3562 -0.7163 -0.49
F -4.5158 3.6282 -2.9926 -0.34
F 12.0368 6.5609 2.0570 -0.34
F -2.2752 -6.5646 -1.3563 -0.26
F 2.9815 3.3925 -1.6749 -0.33
F -10.2309 1.6478 -2.3985 -0.34
F 7.9932 0.6837 1.7259 -0.31
O 0.5990 -2.4363 -0.2212 -0.42
O -4.0580 -3.1511 -2.1282 -0.37
C 0.3640 -2.0307 1.1065 -0.87
C -10.2820 -1.3291 -0.3612 -0.25
C -5.1640 5.4273 -1.6422 -0.65
C 11.8402 1.6911 0.7571 -0.73
C -1.6421 -9.3078 0.8883 -0.29
C -7.5068 5.7437 -1.1735 -0.67
C 4.5606 2.4687 -0.2069 -0.77
C -8.4396 0.0608 0.3125 -0.27
C 9.8339 0.4342 0.2907 -0.59
C -2.6083 0.2180 -1.0113 1.38
C -6.1844 6.1391 -1.0276 -0.22
C 10.9118 5.5882 5.3398 -0.24
C -0.8009 -8.6966 1.8074 -0.56
C 9.1429 5.2414 3.7529 -0.39
C -0.3759 -2.9952 -2.3654 -1.12
C -6.8070 3.8964 -2.5583 -0.46
C 11.7389 6.0616 4.3306 -0.54
C -7.8125 4.6236 -1.9355 -0.25
C -8.7836 1.0020 -0.6485 -0.30
C -0.9632 -6.6254 0.5817 0.26
C -5.0341 -0.3710 -1.2332 -0.70
C 3.3776 2.3499 -0.9079 0.62
C -0.4860 -3.1036 -0.8524 0.98
C 2.5861 1.2206 -0.8625 -0.69
C 4.9686 1.3989 0.5792 -0.05
C -1.7597 0.5806 -2.2238 -1.31
C 4.1950 0.2480 0.6477 -0.98
C 9.9539 5.7078 2.7271 -0.44
C -3.6780 -4.0758 0.3686 -0.23
C -2.1493 -8.5944 -0.1889 -0.62
C -5.5034 4.3236 -2.4004 0.61
C -10.6478 -0.3992 -1.3270 -0.63
C -1.7919 -7.2668 -0.3189 0.35
C 3.0103 0.1608 -0.0713 0.01
C -4.0402 0.7851 -1.0007 -0.39
C -9.1835 -1.1029 0.4537 -0.68
C 11.2357 6.1079 3.0458 0.47
C -9.8825 0.7416 -1.4413 0.66
C 9.2652 1.0106 1.4083 0.57
C -0.4673 -7.3574 1.6501 -0.67
C 9.9318 1.9120 2.2119 -0.62
C 9.6165 5.1766 5.0563 -0.57
C 11.1387 0.7855 -0.0274 -0.22
C -0.5747 -0.3714 -2.3222 0.29
C -0.9799 -1.7181 -2.9608 -0.76
C 11.2344 2.2521 1.8730 -0.15
B -5.0170 -1.4942 -0.0341 0.58
H 5.8916 1.4659 1.1387 0.38
H 4.5171 -0.5835 1.2609 0.42
H -1.4437 1.6299 -2.1782 0.43
H -2.7206 -0.8699 -0.9899 -1.06
H -0.7410 -5.5763 0.4445 0.54
H -11.4905 -0.5520 -1.9869 0.42
H 0.3733 -0.9355 1.1631 0.32
H -4.1178 1.5364 -1.7998 -0.05
H -0.4851 -4.1596 -0.5410 -0.70
H -1.9131 -10.3491 1.0095 0.35
H -3.6143 -3.5090 1.3012 0.26
H -8.2969 6.2974 -0.6837 0.38
H -10.8520 -2.2446 -0.2631 0.34
H 12.8546 1.9620 0.4971 0.38
H 11.6059 0.3485 -0.9005 0.35
H 1.1492 -2.4233 1.7625 0.26
H -2.3710 0.4857 -3.1323 0.32
H -4.1239 5.7032 -1.5383 0.43
H 2.4112 -0.7400 -0.0368 0.53
H 12.7513 6.3887 4.5224 0.43
H -7.0113 3.0036 -3.1334 0.44
H -7.5588 0.2043 0.9222 0.38
H 0.2620 0.0507 -2.8929 0.56
H -8.8382 4.2929 -2.0297 0.40
H -2.0696 -1.8182 -2.8846 0.20
H -4.2638 1.3034 -0.0613 0.33
H -4.0419 -1.3901 0.7110 -0.20
H -2.7294 -3.9712 -0.1672 -0.47
H 11.2864 5.5408 6.3542 0.37
H -2.0566 0.4682 -0.0960 0.13
H -1.4337 -2.6666 -0.5100 -0.11
H -8.8770 -1.8447 1.1782 0.37
H 0.1782 -6.8704 2.3701 0.36
H -3.8298 -5.1371 0.5986 0.52
H 0.6770 -3.1096 -2.6486 0.46
H 11.7706 2.9652 2.4867 0.37
H -0.9119 -3.8541 -2.7813 0.35
H 8.9796 4.8036 5.8468 0.41
H -2.8135 -9.0411 -0.9156 0.42
H 8.1371 4.9124 3.5245 0.43
H 9.2610 -0.2622 -0.3053 0.44
H -0.5995 -2.3780 1.4927 0.36
H -6.0220 -1.4031 0.6779 -0.33
H 1.6648 1.1751 -1.4271 0.41
H 5.1399 3.3786 -0.2848 0.44
H -0.1867 -0.5514 -1.3151 -0.30
H -4.7620 -0.8124 -2.2019 0.09
H -0.4134 -9.2581 2.6471 0.37
H -5.9389 7.0043 -0.4245 0.35
H -0.7518 -1.6757 -4.0311 0.42
H 9.6135 5.7571 1.7022 0.43
H -8.2048 1.9025 -0.8003 0.26
H -6.0521 0.0263 -1.3747 0.16
H 9.4355 2.3407 3.0717 0.49
H -4.2795 -3.8840 -2.7286 0.25

| no. | E_tot (eV) |
| --- | --- |
| 1 | -3423352.843 |
| 2 | -34506.777 |
| 3 | -244023.749 |
| 4 | -78959.846 |